[1]
60
Properties=species:S:1:pos:R:3:forces:R:3:lowdin_charge:R:1 method="wB97M-V/def2-TZVPD" total_energy_ha=-2066.7978 e_above_lowest_ev=0.000 e_homo_ev=-7.65 molar_mass_g_mol=512.358
C 0.4450 2.9543 -1.9288 -0.2215 -0.0072 0.2737 -0.07
O -0.4037 2.7276 -0.7832 0.5316 -0.8832 -0.4361 -0.08
C 0.0511 1.7717 0.0752 1.0103 -0.5653 0.6106 -0.27
C -0.7470 1.3877 1.1664 -0.2904 1.0772 -0.9532 0.00
C -0.2169 0.6778 2.2085 0.3371 -0.6688 0.0692 -0.05
C 1.0822 0.1806 2.1645 0.2985 0.8746 -0.2758 -0.22
C 1.5862 -0.6362 3.2725 0.3963 -1.2248 -2.7516 0.03
O 1.4531 -2.1485 2.8166 -0.4937 -0.0310 0.0987 -0.07
C 0.2373 -2.8141 2.2798 1.6693 0.3185 0.7327 0.03
C 1.8857 0.5006 1.0569 -0.7529 -0.6496 0.2870 -0.01
C 1.3539 1.2118 -0.0042 0.0157 0.9900 -0.6002 -0.01
H -0.1090 3.6878 -2.5216 0.2981 -0.2854 -0.0430 0.10
H 1.4280 3.3564 -1.6318 -0.4259 0.0793 0.0231 0.09
H 0.6459 2.0144 -2.4809 -0.4061 0.4823 0.1289 0.10
H -1.7687 1.7339 1.1791 -0.1176 0.1986 0.1514 0.12
H -0.7893 0.4712 3.1039 -0.2844 -0.0100 -0.0892 0.12
H 1.0663 -0.4672 4.2070 0.2040 -0.3422 0.2221 0.13
H 0.6446 -3.7557 1.9176 -0.3728 0.0010 -0.2487 0.10
H -0.3993 -2.9929 3.1451 -0.2415 0.0983 -0.2297 0.09
H -0.2167 -2.2018 1.4965 0.0816 -0.1085 0.1929 0.09
H 2.9143 0.1522 1.0371 -0.1071 0.0119 -0.1297 0.12
H 1.9974 1.4355 -0.8713 -0.3750 -0.1431 0.6655 0.11
C 5.1742 1.1058 9.3615 0.2972 -0.0066 -0.0713 -0.11
C 4.8836 1.2262 7.9125 0.6652 0.1381 -1.2279 -0.60
C 5.7681 1.5473 6.8826 -0.5615 -0.6651 0.8314 -0.12
C 5.1195 1.6178 5.6126 -1.7267 1.5036 0.9058 -0.08
C 3.7229 1.6867 5.7599 1.5395 -2.3396 0.2770 -0.44
B 2.9478 -1.5132 3.1608 -1.5872 4.2073 3.0028 -0.69
C 2.7397 2.1159 4.8050 -0.5382 -1.3413 -0.8120 -0.24
C 1.3654 2.0957 5.1090 0.2131 0.3402 0.4074 -0.06
C 0.5015 2.9603 4.4658 0.2853 -0.1057 -0.7245 -0.01
C 1.0429 3.6414 3.3772 -0.2014 0.9688 0.0372 -0.16
C 0.3390 4.8223 2.8108 -0.0437 0.0912 -0.0941 -0.52
F 1.1391 5.9155 3.0806 -1.2283 -0.3373 -0.6863 0.11
F 0.1694 4.7241 1.4503 0.1018 0.5782 1.1974 0.11
F -0.8882 5.0323 3.3673 0.9208 0.1602 -0.6307 0.12
C 2.3115 3.4085 2.8445 -0.3563 -1.0379 -0.1167 0.00
C 3.1133 2.4708 3.5009 -0.4024 0.7817 -0.5775 -0.01
O 4.1681 -1.4266 2.4739 -0.3249 -0.4412 0.0286 0.17
C 4.9477 -2.2710 3.2799 -1.6338 -0.6466 0.9604 -0.17
C 4.3155 -2.4428 4.5585 -0.5101 -0.7347 -1.5306 -0.18
C 4.3617 -3.6550 5.2426 1.2316 -0.0094 -0.0145 0.00
C 5.1499 -4.6659 4.6539 0.0110 0.4126 0.0795 -0.08
C 5.7893 -4.4598 3.4175 0.2398 0.1683 0.3617 -0.09
C 5.6928 -3.2526 2.7074 0.9158 -0.6896 0.1496 -0.02
O 3.2178 -1.6234 4.5929 0.7801 -1.3591 -0.1547 0.11
S 3.2714 1.0526 7.3435 0.4308 1.1966 -0.6447 1.09
H 6.1617 1.5415 9.4994 0.0727 -0.0918 0.3581 0.08
H 4.4484 1.6719 9.9478 0.0835 -0.1368 0.0949 0.07
H 5.1910 0.0604 9.6833 -0.0151 0.1516 0.1093 0.08
H 6.8206 1.8049 7.0769 -0.5666 -0.4264 -0.2237 0.12
H 5.5859 1.8663 4.6737 0.2171 0.1366 0.0298 0.11
H 1.0271 1.3479 5.8184 -0.0554 0.5586 0.5598 0.10
H -0.5434 3.1324 4.7484 0.5242 -0.3281 -0.0933 0.13
H 2.5739 3.8969 1.8880 -0.0162 -0.5423 0.6584 0.14
H 3.9022 1.9276 2.9730 0.4221 0.7924 0.5245 0.13
H 3.8020 -3.8255 6.1753 0.1954 0.1646 -0.6729 0.12
H 5.2158 -5.6272 5.1746 0.0680 0.3000 -0.4067 0.10
H 6.3520 -5.2572 2.9610 0.1015 -0.2314 0.0795 0.09
H 6.1225 -3.0850 1.7135 -0.3019 -0.3918 0.3303 0.13


[2]
63
Properties=species:S:1:pos:R:3:forces:R:3:lowdin_charge:R:1 method="wB97M-V/def2-TZVPD" total_energy_ha=-4407.1304 total_charge=-1 e_above_lowest_ev=1.000 e_homo_ev=-4.44 molar_mass_g_mol=775.493
Pt 0.8313 1.1931 -0.0540 0.1739 0.8156 -1.1686 1.23
C -3.6422 0.8927 -0.8050 -0.0109 -0.0395 -0.0490 -0.09
O -4.0015 2.2654 -0.7075 0.0110 0.0070 0.0459 -0.08
C -3.0694 3.2522 -0.5387 0.1322 -0.1344 -0.0826 -0.20
C -3.5821 4.5232 -0.5724 -0.0876 0.0553 0.0001 -0.03
C -2.7815 5.6642 -0.4233 -0.0351 0.0875 -0.0062 -0.12
C -1.4389 5.4998 -0.2424 0.0611 -0.1007 -0.0119 -0.09
C -0.8684 4.2081 -0.1958 -0.3409 -0.2127 -0.1281 -0.15
C 0.5409 4.1425 -0.0111 0.0136 0.1005 0.2342 -0.08
N 1.2509 3.0845 0.1336 0.3733 -0.0048 -0.1871 -0.19
N 2.6270 3.3211 0.3003 0.1944 -0.1201 -0.1314 0.07
C 3.3135 2.2466 0.0467 -0.4071 -0.0334 -0.1147 -0.47
O 2.8050 1.1032 -0.3151 0.3258 0.0355 0.9228 -0.20
C 4.7891 2.3051 0.1769 0.1242 0.0456 -0.0924 -0.15
C 5.5153 1.1197 0.2469 -0.0239 0.0550 -0.0324 -0.02
C 6.8957 1.1588 0.3793 0.0072 -0.0022 -0.0090 -0.09
C 7.5586 2.3775 0.4332 0.0175 -0.0461 0.0030 -0.11
C 6.8357 3.5610 0.3570 -0.0203 0.0129 -0.0032 -0.10
C 5.4559 3.5265 0.2299 0.0347 -0.0048 0.0506 -0.04
C -1.6572 3.0235 -0.3426 0.0735 0.4566 0.1103 -0.28
O -1.2002 1.8272 -0.3082 0.3451 -0.7517 0.2520 -0.22
H -4.5876 0.3832 -0.9977 -0.0206 0.0211 -0.0116 0.08
H -3.1893 0.5256 0.1133 -0.0327 0.0195 -0.0264 0.06
H -2.9457 0.7035 -1.6216 -0.0063 -0.0135 0.0034 0.10
H -4.6516 4.6181 -0.7232 0.0140 -0.0154 0.0001 0.11
H -3.2272 6.6501 -0.4589 0.0081 -0.0192 0.0061 0.09
H -0.7836 6.3571 -0.1309 -0.0069 -0.0199 0.0063 0.10
H 1.0958 5.0747 0.0299 0.0073 0.0404 0.0731 0.12
H 4.9794 0.1811 0.1924 0.0142 0.0197 0.0066 0.12
H 7.4551 0.2333 0.4373 0.0088 0.0063 0.0003 0.10
H 8.6373 2.4045 0.5326 -0.0120 0.0020 -0.0002 0.09
H 7.3511 4.5134 0.3939 -0.0141 -0.0120 0.0028 0.09
H 4.8761 4.4381 0.1760 0.0058 -0.0194 -0.0092 0.10
N -1.1963 -0.4365 1.2120 -0.3446 -0.3515 0.6770 0.19
C -1.8673 -1.3755 1.1642 -0.1224 0.0876 -0.0372 -0.26
N -2.6406 -2.4584 1.1058 0.0926 -0.2007 -0.0041 -0.08
C -2.8115 -3.1765 -0.1601 0.0303 -0.0195 0.1061 -0.11
C -4.1488 -2.8163 -0.7775 0.0084 0.0324 -0.0127 -0.17
O -5.2180 -3.0387 0.1389 0.0333 -0.0400 0.0174 -0.13
C -5.0646 -2.2581 1.3124 0.0555 0.0527 -0.0074 -0.19
C -3.7634 -2.5975 2.0257 -0.0382 0.0332 -0.0566 -0.12
H -2.7874 -4.2476 0.0640 0.0103 -0.0054 -0.0184 0.13
H -1.9811 -2.9268 -0.8191 -0.0602 0.0751 -0.0609 0.10
H -4.3520 -3.4410 -1.6461 -0.0071 -0.0163 -0.0135 0.13
H -4.1419 -1.7675 -1.0942 0.0138 -0.0123 0.0130 0.11
H -5.9225 -2.4743 1.9488 -0.0146 -0.0171 0.0049 0.12
H -5.0763 -1.1904 1.0569 0.0207 0.0038 -0.0080 0.12
H -3.7946 -3.6367 2.3675 -0.0105 0.0049 0.0072 0.13
H -3.6043 -1.9489 2.8857 -0.0102 0.0083 0.0030 0.13
Br 2.2854 -7.5938 0.0952 -0.0090 0.0155 -0.0013 0.68
C 1.7478 -5.7890 -0.1909 0.0070 0.0225 0.0099 -0.70
C 2.2789 -4.7902 0.6081 0.0099 -0.0180 0.0250 -0.13
C 1.8845 -3.4778 0.3917 -0.0114 0.0307 -0.0024 -0.01
C 0.9681 -3.1668 -0.6069 0.0311 0.0515 0.0049 -0.12
C 0.4514 -4.1885 -1.3940 0.0079 0.0162 0.0076 -0.03
C 0.8374 -5.5066 -1.1944 -0.0298 -0.0235 -0.0184 -0.13
C 0.5188 -1.7294 -0.8411 -0.1561 -0.0422 -0.2708 -0.64
O -0.3708 -1.5242 -1.6728 0.1378 -0.0540 0.2505 0.00
O 1.1318 -0.8850 -0.1136 -0.5968 0.1402 -0.2454 -0.21
H 2.9879 -5.0350 1.3880 -0.0098 0.0004 -0.0233 0.10
H 2.2817 -2.6707 0.9932 -0.0128 -0.0183 -0.0039 0.12
H -0.2576 -3.9276 -2.1698 0.0356 -0.0063 -0.0089 0.11
H 0.4383 -6.3035 -1.8084 0.0124 0.0198 0.0127 0.09


[3]
58
Properties=species:S:1:pos:R:3:forces:R:3:lowdin_charge:R:1 method="wB97M-V/def2-TZVPD" total_energy_ha=-1946.1349 e_above_lowest_ev=2.366 e_homo_ev=-5.44 molar_mass_g_mol=483.555
C 5.5968 0.2196 4.5457 -0.6434 0.0817 -0.2242 -0.08
C 5.0942 1.5155 4.3531 -0.0987 -0.3267 0.0211 -0.07
C 3.7853 1.7054 3.9105 0.2561 -0.1048 -0.0397 -0.01
C 2.9537 0.6068 3.6299 0.5523 -0.0089 0.2357 -0.14
C 1.5400 0.9110 3.2497 -0.3576 0.2048 0.5456 -0.37
C 0.6091 -0.1949 2.8175 0.6789 1.9260 1.9286 -0.34
N -0.6316 -0.1394 3.6246 0.8880 0.6557 -1.2050 -0.06
C -1.4713 0.9134 3.4392 0.3384 -0.3027 -0.1130 0.02
C -2.8088 0.8403 3.8362 -0.8056 -0.6705 0.3849 -0.12
C -3.3258 -0.4198 4.3001 -0.0832 0.7959 -0.4546 -0.16
C -4.7208 -0.5806 4.4348 -0.2676 0.2270 0.1179 -0.03
C -5.5804 0.4816 4.1913 0.4096 -0.4759 0.2538 -0.07
C -5.0675 1.7479 3.8400 0.4738 0.2390 -0.0612 -0.06
C -3.7067 1.9265 3.6567 -0.3020 0.0178 0.0346 0.00
C -2.3953 -1.4643 4.5106 1.0404 -0.3289 0.0973 0.00
C -1.0756 -1.3001 4.1821 -0.8437 -0.5355 0.2398 -0.04
O 1.1028 2.0538 3.3266 0.3715 -0.1677 0.2586 0.03
C 3.4563 -0.6918 3.8389 -0.0935 0.4926 -0.1126 -0.02
C 4.7674 -0.8786 4.2869 -0.0836 0.0962 -0.0017 -0.08
H 6.6130 0.0678 4.9006 -0.1755 0.0241 -0.0792 0.10
H 5.7240 2.3804 4.5610 -0.1553 -0.2190 -0.0590 0.10
H 3.3974 2.7168 3.7815 0.0242 -0.3696 -0.0198 0.12
H 1.0328 -1.1943 2.8200 -0.2313 0.0477 0.0911 0.10
H -1.0527 1.8081 2.9780 -0.0456 -0.4687 0.0608 0.13
H -5.1017 -1.5632 4.7284 0.0499 0.3719 -0.0783 0.12
H -6.6574 0.3417 4.2909 0.3040 0.0408 -0.0242 0.11
H -5.7601 2.5864 3.7162 0.3422 -0.3129 -0.0391 0.11
H -3.2853 2.8919 3.3698 -0.2515 -0.2452 0.0086 0.13
H -2.7126 -2.4262 4.9086 0.0208 0.2187 -0.0863 0.13
H -0.3145 -2.0758 4.2758 -0.4134 0.1790 0.0340 0.14
H 2.8037 -1.5482 3.6622 0.3715 0.1308 0.0609 0.10
H 5.1327 -1.8937 4.4430 -0.0480 0.2750 -0.0321 0.10
C -1.5068 -3.0233 1.2210 -0.1576 -0.1609 0.5458 -0.04
C -1.6619 -2.0762 0.0384 0.7364 1.0935 -0.3980 -0.61
C -1.8392 -2.9354 -1.2177 -0.1557 0.0153 -0.3816 -0.03
C -2.8634 -1.1265 0.1193 -0.1306 -0.6675 0.2196 -0.18
C -2.8889 -0.0661 -0.7829 -0.2315 0.3806 -0.0948 -0.05
C -4.0105 0.7595 -0.8722 0.1809 -0.3197 0.0880 -0.07
C -5.1253 0.5137 -0.0617 0.2203 0.0248 0.0013 -0.10
C -5.0861 -0.5269 0.8659 -0.0332 -0.0413 -0.0388 -0.10
C -3.9681 -1.3604 0.9458 0.0556 0.2382 -0.1459 -0.04
O -0.4715 -1.3001 -0.1637 -0.5632 -0.9143 -2.0775 -0.40
S -0.0539 0.1446 1.0793 -1.6351 -0.2597 0.0392 1.17
C 1.4037 0.5260 0.0685 0.0223 -0.6942 0.0674 -0.76
F 2.1236 1.5314 0.6384 -0.2316 -0.9027 -0.5595 0.09
F 2.1921 -0.5600 -0.0807 0.3498 0.7831 -0.1523 0.09
F 1.0141 0.9450 -1.1598 0.3067 -0.3664 1.0580 0.10
H -2.0267 -3.9679 1.0109 0.1236 0.1445 0.2565 0.08
H -0.4475 -3.2382 1.4079 -0.1787 0.0294 -0.2609 0.09
H -1.9212 -2.5970 2.1378 0.0775 -0.1213 -0.1005 0.04
H -2.6616 -3.6520 -1.0722 0.1231 0.1701 -0.0792 0.09
H -2.0762 -2.3081 -2.0860 0.1480 -0.1610 0.1781 0.09
H -0.9184 -3.4893 -1.4196 -0.0693 0.0508 0.0594 0.09
H -2.0145 0.0873 -1.4260 -0.3877 0.0103 0.3009 0.12
H -3.9932 1.5769 -1.5917 -0.1873 -0.1395 0.1702 0.10
H -6.0204 1.1232 -0.1658 0.1793 -0.0381 0.1072 0.10
H -5.9309 -0.7051 1.5366 0.1947 0.0549 -0.3247 0.10
H -3.9736 -2.2042 1.6418 0.0214 0.3035 -0.2211 0.11


| no. | frontier orbital gap (eV) |
| --- | --- |
| 1 | 7.6 |
| 2 | 6.8 |
| 3 | 4.3 |